No. 1
C35H45N5O7RuS3Si | wB97M-V/def2-TZVPD

The geometry in XYZ format:
```
97
Properties=species:S:1:pos:R:3:forces:R:3
Ru -0.435716 -1.251551 -0.206284 -0.8 0.6 0.9
C 2.575744 0.932442 -2.290382 -0.3 0.1 0.0
C 2.355677 1.709956 -0.997465 0.3 0.0 -0.1
C 3.524981 1.451454 -0.038689 -0.2 0.0 0.0
C 2.230852 3.198319 -1.301373 -0.1 -0.1 0.2
O 1.110044 1.219817 -0.391775 0.1 0.0 -0.2
Si 0.205330 2.046678 0.730309 -0.4 -0.5 0.3
S -1.243432 0.556346 1.312295 0.8 -0.4 -0.8
O 1.275168 2.291839 1.917486 0.2 0.1 0.2
C 1.354768 3.173205 3.055507 0.0 0.1 0.1
C 2.533840 2.671026 3.879735 -0.1 0.0 -0.1
C 0.067639 3.099433 3.868405 0.0 -0.1 -0.2
C 1.606934 4.594157 2.558882 0.0 -0.2 0.0
O -0.502031 3.429264 0.345456 -0.1 0.0 -0.3
C -1.761187 4.087004 0.064501 -0.1 0.2 0.1
C -2.805086 3.133529 -0.491103 0.2 -0.1 0.2
C -2.272670 4.678532 1.373418 0.1 0.0 -0.1
C -1.429108 5.173060 -0.950855 0.0 -0.1 0.1
H 3.620051 1.000153 -2.594684 0.0 0.0 0.0
H 1.952608 1.342353 -3.084760 -0.1 -0.1 0.0
H 2.317130 -0.119492 -2.154210 0.1 -0.1 0.0
H 4.359966 2.098494 -0.306082 0.1 -0.1 0.0
H 3.879123 0.417241 -0.104032 0.0 0.0 0.0
H 3.229495 1.667480 0.984945 0.1 0.1 0.0
H 3.091248 3.518009 -1.889555 0.0 0.0 0.0
H 2.193899 3.784156 -0.379836 0.0 0.0 0.0
H 1.325480 3.382297 -1.874092 -0.1 0.0 -0.1
H 2.363152 1.637746 4.184078 0.0 0.0 0.0
H 2.658075 3.288168 4.769363 0.0 0.0 0.0
H 3.452695 2.716013 3.293854 0.0 0.0 0.0
H -0.201484 2.058553 4.054487 0.0 0.0 0.1
H -0.750855 3.576303 3.330084 0.0 0.0 0.1
H 0.203256 3.608034 4.822310 -0.1 0.0 0.0
H 2.574665 4.653018 2.057669 0.0 0.0 0.0
H 1.602329 5.292631 3.395898 0.0 0.0 0.0
H 0.830997 4.878329 1.849504 0.0 0.1 0.0
H -3.040923 2.354471 0.234644 -0.1 0.0 0.0
H -2.451452 2.672085 -1.401833 0.1 -0.2 -0.3
H -3.712885 3.692314 -0.719205 0.0 0.0 0.0
H -2.442982 3.880624 2.098154 0.0 0.0 0.0
H -3.218871 5.190180 1.197576 0.0 0.0 0.0
H -1.560335 5.395061 1.784590 0.0 0.0 0.0
H -1.126107 4.707056 -1.888254 0.0 0.1 -0.1
H -0.612274 5.795366 -0.583910 0.0 0.0 0.0
H -2.298854 5.805376 -1.130202 0.0 0.0 0.0
N -3.001142 -3.659368 2.623801 -0.1 0.0 0.0
C -1.944036 -3.706281 3.511770 0.3 0.2 0.0
C -1.768501 -4.366884 4.721041 -0.1 0.0 0.0
C -0.579098 -4.141113 5.383233 -0.1 0.0 0.0
C 0.399239 -3.283121 4.858763 0.1 0.0 0.0
C 0.236810 -2.648599 3.645010 0.0 0.0 -0.1
C -0.953215 -2.879125 2.955974 -0.2 -0.3 0.3
N -1.419747 -2.376212 1.759566 -0.2 0.2 -0.5
C -2.633257 -2.840416 1.603329 0.2 -0.1 0.3
C -3.455177 -2.441864 0.480037 -0.5 0.0 -0.2
C -4.809724 -2.500865 0.355661 0.0 0.0 0.0
S -5.296470 -1.766343 -1.107993 0.3 0.0 0.0
C -3.656771 -1.427741 -1.475266 -0.5 0.0 -0.1
N -2.815738 -1.832862 -0.575437 0.6 -0.1 0.2
H -3.890228 -4.110750 2.749314 0.0 0.0 -0.1
H -2.535411 -5.015664 5.123454 0.0 0.0 0.1
H -0.406223 -4.623272 6.335549 0.0 0.0 0.0
H 1.300566 -3.115039 5.432978 0.0 0.0 0.0
H 0.978731 -1.975823 3.237507 0.0 0.0 0.0
H -5.534963 -2.901770 1.044694 0.0 0.0 0.0
H -3.388219 -0.886317 -2.371817 0.1 0.0 0.0
O 1.739478 -1.339114 1.059770 -0.5 0.0 -0.5
C 2.560051 -2.422632 0.653604 0.2 -0.2 0.0
C 1.748686 -3.580310 0.121170 0.0 0.0 0.1
C 2.389032 -4.748218 -0.275228 0.0 0.0 0.0
C 1.635067 -5.769644 -0.818981 0.1 0.1 0.0
C 0.261098 -5.604218 -0.937576 -0.1 0.0 0.1
C -0.299527 -4.433239 -0.474821 0.1 -0.2 0.0
N 0.431709 -3.442883 0.043231 0.1 0.2 -0.3
H 2.027212 -0.507592 0.654808 0.2 0.2 0.1
H 3.128636 -2.774477 1.519623 0.0 0.1 0.0
H 3.276860 -2.117391 -0.113574 0.0 0.1 0.0
H 3.462091 -4.838104 -0.166516 0.0 0.0 0.0
H 2.113015 -6.680598 -1.153115 0.0 0.0 0.0
H -0.360529 -6.368374 -1.381459 0.0 0.0 0.0
H -1.369019 -4.265392 -0.524965 0.0 0.0 -0.1
O 0.478936 -2.362192 -2.358838 0.1 0.1 0.4
C -0.065635 -1.474184 -3.028281 0.3 0.0 -0.3
N -0.749820 -0.488376 -2.441278 -0.1 0.1 0.1
S -1.295840 0.595783 -3.559622 0.0 0.4 0.0
O -2.735790 0.594788 -3.580230 -0.1 -0.1 0.0
O -0.647660 1.867082 -3.413858 0.0 0.0 0.1
C -0.649341 -0.260675 -4.974365 0.1 -0.1 0.5
C -0.696875 0.070546 -6.309892 -0.1 0.1 0.0
C -0.069651 -0.797197 -7.197446 0.0 0.1 0.1
C 0.590831 -1.933913 -6.741612 0.1 0.0 0.0
C 0.652133 -2.234386 -5.386838 0.0 0.0 0.0
C 0.007581 -1.382967 -4.506698 0.0 0.0 -0.2
H -1.202130 0.965559 -6.646804 0.0 0.0 0.0
H -0.084702 -0.574109 -8.255575 0.0 0.0 0.0
H 1.076161 -2.582718 -7.458370 0.0 0.0 0.0
H 1.191618 -3.097955 -5.022002 0.0 0.0 0.0
```
Forces are in eV/Å.

total charge	+1
spin multiplicity	6
energy above the lowest of the compared OMol25 structures with the same formula, charge and spin	15.4	kcal/mol

=====

No. 2
C8H20Cl4N4O8 | wB97M-V/def2-TZVPD

The geometry in XYZ format:
```
44
Properties=species:S:1:pos:R:3:forces:R:3
Cl 4.088420 -6.001939 0.327682 0.1 0.0 0.3
C 2.743973 -4.974514 0.915620 0.0 -0.1 -0.7
C 3.067318 -3.496994 0.847570 0.6 -0.5 -0.1
Cl 3.486990 -2.990087 -0.830849 -0.4 0.0 0.5
H 2.506164 -5.280543 1.930749 0.0 0.1 0.0
H 1.923592 -5.224500 0.245944 -0.2 0.1 0.2
H 3.962322 -3.296286 1.432424 -0.1 0.1 0.1
H 2.228973 -2.929792 1.242014 0.0 0.2 -0.3
Cl 0.534259 2.644186 0.877843 0.1 0.0 0.1
C -0.046684 2.369275 -0.773601 -0.3 0.5 -1.0
C -0.556173 3.651452 -1.407705 -0.2 0.7 0.9
Cl 0.750969 4.849947 -1.642056 0.0 -0.1 -0.1
H -0.896387 1.692223 -0.723438 0.2 -0.2 0.0
H 0.772224 2.001210 -1.389228 0.0 -0.4 0.2
H -1.252312 4.118703 -0.709009 0.0 0.0 -0.1
H -1.061033 3.536523 -2.361302 0.2 -0.4 -0.1
C -4.624777 2.988507 2.357437 -1.3 0.5 -0.6
N -3.317195 2.344759 2.228197 0.3 0.0 1.1
O -2.937611 1.694068 3.180538 0.0 -0.3 0.0
O -2.657992 2.560462 1.242601 0.0 0.0 -0.8
H -5.237045 2.553301 3.137666 0.4 -0.2 0.2
H -5.164182 2.887647 1.415745 0.3 0.1 -0.1
H -4.469850 4.046735 2.553750 0.2 0.0 0.0
C 3.434933 0.605051 0.793579 -0.1 0.1 0.1
N 3.780728 1.178857 -0.539129 0.5 0.0 0.1
O 4.597656 2.076260 -0.599746 -0.2 -0.2 0.0
O 3.200118 0.688139 -1.488910 0.0 0.2 0.1
H 3.561139 -0.470294 0.713773 -0.4 0.0 -0.1
H 2.411873 0.943922 0.948588 0.0 -0.5 0.2
H 4.061032 0.973889 1.599427 0.2 0.4 -0.3
C -1.701716 -1.971099 -2.871688 0.6 0.0 0.2
N -2.190993 -0.676294 -3.400321 0.6 0.0 -0.8
O -2.431973 -0.619036 -4.587892 -0.2 0.1 0.2
O -2.257970 0.258137 -2.631207 -0.2 0.2 0.4
H -1.506417 -2.637573 -3.701606 -0.6 -0.2 -0.1
H -2.438814 -2.293334 -2.142058 0.1 -0.3 -0.1
H -0.732961 -1.813503 -2.395687 -0.2 0.3 0.3
C -1.438174 -0.650984 0.844157 0.0 -0.6 -0.3
N -0.011056 -1.055196 0.923287 0.7 0.2 0.4
O 0.487326 -1.692232 0.012600 -0.5 0.1 -0.1
O 0.587349 -0.760059 1.942421 -0.2 -0.1 -0.2
H -1.957019 -1.505208 1.279232 -0.2 0.2 0.2
H -1.721161 -0.588661 -0.202600 0.1 0.2 0.0
H -1.577866 0.264876 1.405190 0.0 0.0 0.1
```
Forces are in eV/Å.

energy above the lowest of the compared OMol25 structures with the same formula, charge and spin	0.0	kcal/mol
SMILES string	C[N+](=O)[O-].C[N+](=O)[O-].C[N+](=O)[O-].C[N+](=O)[O-].ClCCCl.ClCCCl

=====

> The lowest energy above the lowest of the compared OMol25 structures with the same formula, charge and spin belongs to which entry?

C8H20Cl4N4O8